Entry 1:
Formula: C19H20ClNO4
Source: the Open Molecules 2025 dataset
Level of theory: the ωB97M-V functional and the def2-TZVPD basis

Positions of all 45 atoms, in Å:
1 Cl -5.87661 -2.39279 -1.10751
2 O 2.20088 -2.98898 1.64020
3 O 1.20051 0.12908 1.57241
4 O -1.02735 1.23739 1.70709
5 O 2.79683 1.18692 0.40722
6 N 3.46323 -1.54156 0.43724
7 C -0.78734 1.81916 0.51369
8 C -4.86474 -1.36715 -0.15322
9 C 2.60361 -1.86835 1.41375
10 C -4.59791 0.56496 1.22781
11 C 1.62354 1.02442 0.68423
12 C 3.87445 -2.47070 -0.58975
13 C -1.41147 3.11987 -1.42271
14 C -2.71440 -0.83712 0.74302
15 C 2.16945 -0.65545 2.26146
16 C 3.19694 -2.17273 -1.93034
17 C 0.85302 2.42721 -1.16303
18 C 0.53265 1.77000 0.02334
19 C 3.62540 -0.83016 -2.51272
20 C -2.34938 1.16987 2.19972
21 C -1.74941 2.49161 -0.23865
22 C -3.24567 0.28354 1.36914
23 C -5.41248 -0.25796 0.47146
24 C -0.10655 3.10231 -1.88743
25 C -3.51714 -1.66268 -0.02158
26 H -3.10280 -2.53119 -0.50834
27 H 3.03956 -0.03971 2.51329
28 H 2.11437 -2.18404 -1.78706
29 H 4.96177 -2.41422 -0.70012
30 H -5.02207 1.43191 1.71393
31 H 3.67766 -0.56141 0.29137
32 H 0.15416 3.60195 -2.80692
33 H -2.77455 2.52200 0.09300
34 H -2.17945 3.63088 -1.98403
35 H -2.23479 0.73962 3.20110
36 H 3.59994 -3.46920 -0.24232
37 H 1.87718 2.38424 -1.50163
38 H 3.35115 -0.01021 -1.85309
39 H 1.66950 -1.01065 3.16332
40 H -1.66404 -1.05995 0.85772
41 H 4.70295 -0.80693 -2.66189
42 H -2.78194 2.17370 2.30638
43 H 3.45144 -2.97190 -2.62884
44 H -6.46313 -0.04007 0.36259
45 H 3.14298 -0.66555 -3.47330

As for the HOMO energy: -9.1 eV. The value obtained for the orbital gap is 0.3447 Eh. As for the charge: 0. The value obtained for the LUMO energy is 0.3 eV. The energy above the lowest of the compared OMol25 structures with the same formula, charge and spin is 0.628 eV.



Entry 2:
Formula: C19H20F3N3O3S2
Source: the Open Molecules 2025 dataset
Level of theory: the ωB97M-V functional and the def2-TZVPD basis

Positions of all 50 atoms, in Å:
1 S 0.47270 3.96043 -1.87918
2 S -1.05260 1.73425 -3.32061
3 F -0.68412 0.72632 -5.89936
4 F 1.03421 0.89712 -4.46896
5 F 0.44700 2.62028 -5.75117
6 O 0.32756 5.12114 -1.05027
7 O 4.00506 -2.50438 2.72518
8 O 1.40588 4.02009 -2.96114
9 N -1.07403 -1.81850 0.92248
10 N -2.78321 -0.36889 0.55004
11 N -1.04365 3.39109 -2.42986
12 C 0.72482 0.31237 -0.80676
13 C 1.98337 -3.64687 1.89554
14 C -0.48238 1.48534 0.93355
15 C -0.38298 0.38286 0.04682
16 C 1.45288 1.46852 -1.12709
17 C -2.20048 -2.28180 1.57191
18 C 1.99881 -1.42720 2.92496
19 C 0.74638 -3.35267 1.34744
20 C 0.74860 -1.18671 2.44642
21 C 0.86675 2.66462 -0.68526
22 C -1.45322 -0.69326 0.03093
23 C -0.04030 1.57538 -5.04893
24 C 2.66077 -2.62256 2.58657
25 C 4.86539 -3.56569 2.29281
26 C -2.07346 3.24044 -1.40504
27 C 0.19164 -2.07888 1.50811
28 C 0.15145 2.67938 0.55435
29 C -3.24538 -1.41836 1.31776
30 C -3.71200 0.40242 -0.23670
31 H -3.99578 -0.19848 -1.10127
32 H 0.94261 -0.64968 -1.27770
33 H -2.16056 -3.09824 2.29776
34 H 0.22870 -4.10151 0.74947
35 H 5.85480 -3.16006 2.43843
36 H -2.11770 4.06318 -0.69200
37 H -4.26287 -1.52072 1.63546
38 H 4.75267 -4.45948 2.92909
39 H -1.54018 -1.14560 -0.95903
40 H 2.33512 1.49420 -1.78626
41 H -3.03108 3.12989 -1.92290
42 H 0.20251 -0.28673 2.72379
43 H -1.89500 2.31002 -0.86920
44 H -3.26631 1.34659 -0.52725
45 H 2.52943 -0.65801 3.46298
46 H 4.74207 -3.83427 1.23037
47 H -4.57061 0.65625 0.40574
48 H -1.13397 1.39044 1.80785
49 H 2.46943 -4.59823 1.72167
50 H 0.06128 3.60414 1.14844

As for the HOMO energy: -6.7 eV. The value obtained for the orbital gap is 0.2302 Eh. As for the charge: 0. The value obtained for the LUMO energy is -0.4 eV. The energy above the lowest of the compared OMol25 structures with the same formula, charge and spin is 2.862 eV.



Entry 3:
Formula: C19H20F6GeIN2O9S3Tl
Source: the Open Molecules 2025 dataset
Level of theory: the ωB97M-V functional and the def2-TZVPD basis

Positions of all 62 atoms, in Å:
1 Tl 0.15970 -0.17390 -0.30100
2 I -2.78750 -6.30820 3.34070
3 Ge 3.07580 -2.03200 0.35590
4 S 3.43430 4.91800 -4.41480
5 S -0.25080 1.27880 2.98090
6 S 0.80260 3.66970 3.43590
7 F -0.92650 4.45140 1.54080
8 F -0.43110 1.00190 5.68960
9 F 0.24610 -0.72310 4.63750
10 F 1.59800 0.90420 4.94880
11 F -1.69390 4.72360 3.53700
12 F -0.21340 6.06340 2.76260
13 O 4.54900 3.97670 -4.50350
14 O -2.27510 -0.13490 -0.15220
15 O 2.61080 4.98010 -5.62350
16 O 3.81520 6.23450 -3.90010
17 O 0.44140 3.35730 4.78520
18 O 1.98230 4.43570 3.21470
19 O -0.08310 0.09720 2.16970
20 O -1.57810 1.75110 3.18580
21 O -4.44930 -0.21870 0.22900
22 N -0.08990 2.35230 -0.31480
23 N 0.75520 2.38900 2.50960
24 C -2.95510 -4.40870 2.41260
25 C 2.44620 -3.42990 -0.96860
26 C -4.30120 -2.69020 1.47320
27 C 0.16850 3.53130 -2.44110
28 C 0.32690 0.61940 4.66990
29 C -0.59540 4.78070 2.79060
30 C 2.51540 -0.21820 -0.12060
31 C 0.71580 3.03200 -1.26550
32 C 2.90090 3.72720 -1.97230
33 C 0.99930 4.11670 -3.38270
34 C -1.80390 -3.70940 2.11100
35 C -3.31120 -0.65720 0.35210
36 C 2.08450 3.13390 -1.02600
37 C 5.09150 -1.95860 0.41950
38 C -3.15690 -1.97350 1.13160
39 C 2.40070 -2.47400 2.17810
40 C -1.91720 -2.48490 1.47760
41 C -4.20830 -3.90990 2.11990
42 C 2.35340 4.20780 -3.14540
43 H 2.86700 -4.41380 -0.79520
44 H -0.89860 3.45630 -2.60640
45 H 5.38840 -1.23290 1.17040
46 H 0.62730 4.50200 -4.32080
47 H -0.82900 -4.10040 2.35500
48 H 2.47450 2.74340 -0.09710
49 H 2.70280 -3.12330 -1.97950
50 H -1.06840 2.61780 -0.35440
51 H 1.36180 -3.49970 -0.90820
52 H -1.02690 -1.90940 1.26590
53 H 2.76250 -0.04820 -1.18000
54 H 2.81530 -1.77290 2.89480
55 H 0.27940 2.47300 0.62880
56 H 5.54140 -2.91470 0.67090
57 H 5.49290 -1.63340 -0.53520
58 H 1.32390 -2.34320 2.20770
59 H 2.63950 -3.48140 2.50860
60 H 3.96570 3.82070 -1.82700
61 H -5.26590 -2.27530 1.21850
62 H -5.09710 -4.46590 2.38670

As for the HOMO energy: -3.7 eV. The value obtained for the orbital gap is 0.2423 Eh. As for the charge: -2. The value obtained for the LUMO energy is 2.9 eV.



Entry 4:
Formula: C19H20F8N2O7S2Y
Source: the Open Molecules 2025 dataset
Level of theory: the ωB97M-V functional and the def2-TZVPD basis

Positions of all 59 atoms, in Å:
1 Y 9.09366 8.60178 8.91204
2 S 7.63355 9.82282 6.04079
3 S 6.72827 10.99042 8.44347
4 F 9.17052 11.83312 4.98073
5 F 4.34838 9.85028 9.23887
6 F 10.18334 9.88039 5.29291
7 F 9.95633 8.33736 14.49070
8 F 9.69306 11.20420 7.02406
9 F 6.19350 9.12961 10.28332
10 F 7.28428 4.93119 12.61810
11 F 5.70023 8.50802 8.17655
12 O 11.13122 8.57474 7.69219
13 O 10.56051 6.15390 8.78177
14 O 7.06776 9.41516 4.80183
15 O 8.03531 10.56597 9.05852
16 O 10.74278 10.31577 9.67375
17 O 8.19653 8.69797 6.86689
18 O 6.26993 12.26272 8.89433
19 N 6.70616 10.88786 6.81973
20 N 7.73145 6.60913 8.80628
21 C 12.33281 9.10095 8.35298
22 C 10.64344 5.02500 9.66361
23 C 8.02448 6.68291 11.22902
24 C 8.83020 7.83692 11.19435
25 C 8.61239 6.62388 13.60418
26 C 6.17957 5.17729 7.70578
27 C 9.36182 7.78186 13.44352
28 C 9.51206 8.43945 12.22348
29 C 5.61926 9.51198 9.08424
30 C 7.95952 6.09384 12.48919
31 C 5.66728 4.80686 8.95494
32 C 6.21061 5.30908 10.11715
33 C 11.65660 6.19463 7.85845
34 C 9.28649 10.77466 5.77450
35 C 7.31121 6.16912 10.00909
36 C 10.36942 11.61191 10.22615
37 C 11.42518 7.37446 6.92545
38 C 11.96379 10.45786 8.89661
39 C 7.22210 6.08762 7.67009
40 H 12.59107 6.31494 8.44411
41 H 9.47324 11.45111 10.83780
42 H 4.84831 4.07794 9.01247
43 H 7.63098 6.45646 6.73084
44 H 12.77199 10.87457 9.51630
45 H 10.77455 4.08613 9.09854
46 H 11.72086 5.24284 7.29645
47 H 5.78730 5.03904 11.09854
48 H 10.13924 9.32586 12.10700
49 H 8.51994 6.13128 14.58256
50 H 13.15589 9.16623 7.63107
51 H 11.48873 5.13640 10.37030
52 H 11.75119 11.16170 8.06491
53 H 10.12722 12.30340 9.40358
54 H 11.19832 11.99553 10.83541
55 H 12.30966 7.54914 6.28846
56 H 9.71189 4.97152 10.22395
57 H 5.74627 4.77848 6.77479
58 H 10.54189 7.21658 6.29207
59 H 12.60816 8.42417 9.17586

As for the HOMO energy: -11.3 eV. The value obtained for the orbital gap is 0.3169 Eh. As for the charge: +1. The value obtained for the LUMO energy is -2.6 eV. The energy above the lowest of the compared OMol25 structures with the same formula, charge and spin is 0.000 eV.



Entry 5:
Formula: C19H20N2O3S
Source: the Open Molecules 2025 dataset
Level of theory: the ωB97M-V functional and the def2-TZVPD basis

Positions of all 45 atoms, in Å:
1 S -2.69710 1.28429 -1.19875
2 O -3.06794 2.53860 -0.61531
3 O -3.14371 1.01051 -2.53599
4 O 4.29182 -1.53773 -1.33001
5 N -3.32791 0.02133 -0.24651
6 N 2.97323 0.12226 -0.47024
7 C 1.67238 0.54653 -0.60220
8 C -2.75288 -2.64920 -1.19140
9 C 1.12412 1.64927 0.03325
10 C 3.87913 0.81853 0.41100
11 C -0.77987 -0.96124 2.21226
12 C -0.35581 -0.01042 -1.73287
13 C 0.97408 -0.27136 -1.49321
14 C -2.23135 1.07481 2.16968
15 C -1.05657 -2.75122 0.65182
16 C 3.22867 -0.97404 -1.25147
17 C -2.04995 -2.04489 -0.00959
18 C 3.48027 2.29428 0.47118
19 C -0.21957 1.89295 -0.21509
20 C 2.02345 2.45886 0.92168
21 C -2.39304 -0.76790 0.45190
22 C -1.78175 -0.23100 1.58780
23 C 1.92597 -1.31701 -1.97799
24 C -0.40511 -2.20591 1.74290
25 C -0.92985 1.06207 -1.06253
26 H -0.73445 2.72446 0.23792
27 H -0.94809 -0.59170 -2.41935
28 H -3.77433 -2.92431 -0.92366
29 H 4.89499 0.69203 0.02880
30 H 1.91675 2.11336 1.95428
31 H 2.08071 -1.29173 -3.05759
32 H 1.73505 3.51025 0.89348
33 H -2.70647 1.70475 1.42567
34 H -2.23761 -3.54951 -1.51680
35 H -2.96075 0.87748 2.95652
36 H -1.39316 1.60436 2.61748
37 H -2.80104 -1.95499 -2.03034
38 H -3.93909 -0.52288 -0.83837
39 H -0.29609 -0.54640 3.08462
40 H 1.61096 -2.32789 -1.71459
41 H 0.38224 -2.75785 2.23382
42 H 3.59791 2.73424 -0.52105
43 H 4.14626 2.81677 1.15779
44 H 3.82911 0.37254 1.41181
45 H -0.78360 -3.73536 0.29927

As for the HOMO energy: -8.6 eV. The value obtained for the orbital gap is 0.3342 Eh. As for the charge: 0. The value obtained for the LUMO energy is 0.5 eV. The energy above the lowest of the compared OMol25 structures with the same formula, charge and spin is 0.410 eV.



| no. | electronic energy (eV) |
| --- | --- |
| 1 | -42230.9217 |
| 2 | -60457.0817 |
| 3 | -159556.2698 |
| 4 | -81788.4703 |
| 5 | -39986.6406 |